No. 1
Molecular formula: C22H26ClCrIN4O4PS
Method: DFT, the ωB97M-V functional and the def2-TZVPD basis

## Properties
Energy above the lowest of the compared OMol25 structures with the same formula, charge and spin in kcal/mol: 0.0
Charge: -1
<S²>: 6.023
Orbital gap (spin up / spin down) in eV: 5.754 / 6.577
2S+1: 5
LUMO energy (spin up / spin down) in eV: 2.36 / 2.30
Largest force on an atom in eV/A: 4.8

Element x y z (Å)
Cr (-0.88, 0.48, -1.49)
O (3.10, 0.68, -1.88)
C (1.97, 1.16, -2.15)
O (0.96, 0.36, -2.25)
C (1.87, 2.66, -2.35)
C (3.05, 3.34, -2.62)
C (3.17, 4.73, -2.46)
C (2.06, 5.39, -1.94)
C (0.86, 4.67, -1.68)
C (0.65, 3.35, -2.00)
S (-0.98, 2.78, -1.92)
H (3.94, 2.70, -2.94)
H (4.10, 5.19, -2.65)
H (2.11, 6.43, -1.67)
H (0.07, 5.26, -1.24)
Cl (-4.98, -5.00, -2.38)
C (-4.42, -3.50, -1.87)
C (-5.24, -2.53, -1.30)
C (-4.81, -1.21, -1.22)
I (-6.24, 0.32, -0.94)
C (-3.44, -0.87, -1.50)
O (-2.98, 0.30, -1.15)
C (-2.55, -1.91, -1.88)
N (-1.30, -1.49, -2.18)
C (-0.43, -2.42, -2.62)
C (-0.81, -3.73, -2.82)
C (-2.10, -4.20, -2.55)
C (-3.00, -3.26, -2.07)
H (-6.18, -2.83, -0.92)
H (0.59, -2.15, -2.86)
H (-0.02, -4.39, -3.23)
H (-2.37, -5.27, -2.76)
C (-2.00, -0.46, 2.84)
N (-0.52, -0.47, 2.94)
C (-0.12, -0.13, 4.28)
P (0.48, -0.30, 1.63)
O (-0.45, -0.36, 0.39)
N (1.31, 1.18, 1.71)
C (0.57, 2.41, 2.05)
C (2.71, 1.37, 1.45)
N (1.52, -1.55, 1.61)
C (2.16, -1.90, 2.90)
C (1.93, -2.37, 0.49)
H (-2.44, 0.36, 3.43)
H (-2.33, -1.40, 3.28)
H (-2.37, -0.40, 1.79)
H (-0.58, 0.83, 4.64)
H (0.92, 0.08, 4.40)
H (-0.51, -0.82, 4.98)
H (-0.32, 2.17, 2.63)
H (0.29, 3.01, 1.20)
H (1.24, 3.02, 2.69)
H (3.33, 1.30, 2.37)
H (2.93, 2.34, 0.92)
H (3.07, 0.69, 0.69)
H (3.12, -2.42, 2.64)
H (1.59, -2.51, 3.59)
H (2.44, -0.96, 3.39)
H (1.98, -1.88, -0.46)
H (1.32, -3.27, 0.37)
H (2.97, -2.65, 0.66)

No. 2
Molecular formula: C22H26ClN5O3S
Method: DFT, the ωB97M-V functional and the def2-TZVPD basis

## Properties
Energy above the lowest of the compared OMol25 structures with the same formula, charge and spin in kcal/mol: 1.7
Charge: 0
Orbital gap in eV: 8.417
LUMO energy in eV: 0.57
Largest force on an atom in eV/A: 1.1
SMILES: Cc1ccc(NCc2nnc(SCC(=O)NCc3ccco3)n2C[C@H]2CCCO2)cc1Cl

Element x y z (Å)
C (0.73, 1.72, -5.32)
C (-0.05, 0.97, -4.29)
C (-0.58, -0.30, -4.55)
C (-1.30, -0.99, -3.60)
C (-1.54, -0.44, -2.33)
N (-2.36, -1.13, -1.46)
C (-2.45, -0.77, -0.06)
C (-1.17, -0.99, 0.67)
N (-0.20, -1.78, 0.26)
N (0.80, -1.71, 1.15)
C (0.43, -0.89, 2.10)
S (1.44, -0.38, 3.42)
C (2.92, -0.10, 2.41)
C (2.51, 0.69, 1.17)
O (1.63, 1.53, 1.20)
N (3.21, 0.39, 0.06)
C (2.91, 0.97, -1.22)
C (2.64, -0.07, -2.26)
C (1.93, -1.24, -2.21)
C (2.07, -1.82, -3.49)
C (2.85, -0.98, -4.22)
O (3.21, 0.09, -3.47)
N (-0.82, -0.40, 1.85)
C (-1.54, 0.55, 2.65)
C (-2.56, -0.14, 3.58)
C (-1.88, -0.89, 4.73)
C (-1.68, 0.22, 5.76)
C (-2.81, 1.21, 5.44)
O (-3.38, 0.82, 4.20)
C (-1.01, 0.82, -2.06)
C (-0.29, 1.49, -3.03)
Cl (0.33, 3.06, -2.64)
H (0.79, 1.15, -6.24)
H (0.27, 2.68, -5.52)
H (1.74, 1.91, -4.96)
H (-0.40, -0.75, -5.51)
H (-1.69, -1.97, -3.83)
H (-2.34, -2.13, -1.61)
H (-2.75, 0.28, 0.02)
H (-3.24, -1.38, 0.39)
H (3.36, -1.06, 2.16)
H (3.61, 0.49, 3.02)
H (3.85, -0.39, 0.07)
H (3.74, 1.60, -1.56)
H (2.03, 1.61, -1.07)
H (1.38, -1.63, -1.39)
H (1.65, -2.75, -3.82)
H (3.21, -1.01, -5.23)
H (-2.08, 1.24, 2.00)
H (-0.81, 1.12, 3.24)
H (-3.21, -0.78, 2.98)
H (-2.56, -1.65, 5.12)
H (-0.95, -1.36, 4.44)
H (-0.70, 0.69, 5.63)
H (-1.74, -0.15, 6.78)
H (-3.61, 1.18, 6.19)
H (-2.44, 2.24, 5.37)
H (-1.14, 1.29, -1.09)

No. 3
Molecular formula: C22H26CoN4O4S
Method: DFT, the ωB97M-V functional and the def2-TZVPD basis

## Properties
Charge: -1
<S²>: 6.020
Orbital gap (spin up / spin down) in eV: 7.339 / 5.511
2S+1: 5
LUMO energy (spin up / spin down) in eV: 2.79 / 1.27
Largest force on an atom in eV/A: 2.7

Element x y z (Å)
Co (0.16, 0.28, -0.13)
C (-1.08, 1.75, -2.60)
C (-1.26, 0.35, -3.21)
C (-1.96, -0.70, -2.35)
N (-1.29, -0.99, -1.10)
C (-1.69, -2.00, -0.37)
C (-2.96, -2.61, -0.56)
C (-3.56, -3.71, 0.01)
C (-3.04, -4.63, 0.90)
C (-1.76, -4.62, 1.45)
C (-0.76, -3.68, 1.33)
C (-0.71, -2.43, 0.65)
N (0.27, -1.59, 0.82)
C (1.42, -1.90, 1.64)
C (2.34, -0.70, 1.78)
C (1.66, 0.43, 2.55)
N (0.52, 0.92, 1.84)
C (-0.08, 2.03, 2.20)
C (0.22, 2.67, 3.43)
C (-0.21, 3.85, 3.98)
C (-1.04, 4.82, 3.45)
C (-1.69, 4.77, 2.23)
C (-1.73, 3.76, 1.30)
C (-1.13, 2.47, 1.27)
N (-1.46, 1.57, 0.37)
C (-2.60, 1.75, -0.50)
C (-2.29, 2.34, -1.89)
H (-0.81, 2.41, -3.42)
H (-0.23, 1.74, -1.92)
H (-0.27, -0.01, -3.48)
H (-1.86, 0.44, -4.13)
H (-2.01, -1.63, -2.94)
H (-3.00, -0.37, -2.19)
H (-3.60, -2.09, -1.27)
H (-4.58, -3.89, -0.30)
H (-3.68, -5.46, 1.19)
H (-1.52, -5.47, 2.08)
H (0.14, -3.92, 1.87)
H (1.97, -2.73, 1.16)
H (1.11, -2.23, 2.64)
H (2.66, -0.33, 0.80)
H (3.24, -1.00, 2.32)
H (2.40, 1.24, 2.69)
H (1.35, 0.04, 3.53)
H (0.89, 2.10, 4.07)
H (0.19, 4.07, 4.97)
H (-1.19, 5.72, 4.04)
H (-2.28, 5.65, 1.98)
H (-2.32, 4.00, 0.42)
H (-3.37, 2.36, -0.01)
H (-3.04, 0.76, -0.61)
H (-2.09, 3.41, -1.76)
H (-3.20, 2.24, -2.50)
O (2.45, 1.81, -2.64)
S (2.31, 1.18, -1.34)
O (3.57, 0.98, -0.64)
O (1.59, -0.15, -1.48)
O (1.36, 1.98, -0.47)

> Among the records above, which one has the highest largest force on an atom?

C22H26ClCrIN4O4PS

> Which value of largest force on an atom does entry 3 give?

2.7 eV/A

> Which formula does entry 3 have?

C22H26CoN4O4S

> Among the records above, which one has the highest charge?

C22H26ClN5O3S